(one)
C5H12O2 in the gas phase. Source: OMol25; level of theory: wB97M-V/def2-TZVPD.

Geometry (Å):
1 C 2.64364 0.28813 -0.88281
2 O 1.28510 0.63004 -0.75632
3 C 0.49598 -0.48161 -0.37845
4 C -0.97484 -0.09001 -0.29942
5 C -1.81296 -1.33624 -0.01150
6 C -1.22644 0.97851 0.77002
7 O -0.66755 2.23340 0.46566
8 H 3.06042 -0.06166 0.07505
9 H 2.77411 -0.50697 -1.63275
10 H 3.17907 1.18155 -1.21079
11 H 0.63511 -1.29348 -1.11253
12 H 0.83610 -0.86508 0.60102
13 H -1.26159 0.33214 -1.27186
14 H -2.88303 -1.10296 -0.03184
15 H -1.58249 -1.74410 0.98102
16 H -1.62263 -2.12436 -0.74877
17 H -2.30634 1.13588 0.88373
18 H -0.85797 0.59632 1.74074
19 H 0.23466 2.06410 0.15475

Results
- Structure (SMILES): COC[C@@H](C)CO
- Kohn-Sham gap: 0.399 hartree
- 2S+1: 1

***

(two)
A molecular structure, C5H12O2. Source: OMol25; level of theory: wB97M-V/def2-TZVPD.

Geometry (Å):
1 C -0.27182 -0.41212 -0.15668
2 C 0.93032 0.05238 -0.68720
3 C 1.05155 0.99130 1.07635
4 C -1.53987 0.37388 -0.28133
5 C -0.32101 -1.65596 0.67735
6 O 0.04789 -1.26502 -2.09526
7 O 0.48820 2.26138 1.01719
8 H 1.06820 2.84016 0.50807
9 H -0.35612 -0.74176 -2.80129
10 H 0.93447 0.92080 -1.33224
11 H 1.80664 -0.57909 -0.66808
12 H 2.14302 0.99901 1.10620
13 H 0.67438 0.48414 1.96005
14 H -1.86217 0.75162 0.69311
15 H -0.88519 -1.49638 1.59974
16 H -1.43767 1.21066 -0.96992
17 H -2.32533 -0.28547 -0.65375
18 H -0.82032 -2.42350 0.08431
19 H 0.67484 -2.02600 0.92338

Results
- Kohn-Sham gap (spin up / spin down): 0.291 / 0.291 hartree
- 2S+1: 1

***

(three)
3 unconnected molecules or ions with the total composition C5H12O2. Source: OMol25; level of theory: wB97M-V/def2-TZVPD.

Geometry (Å):
1 C -2.02442 1.16935 -0.68969
2 C -1.11144 0.03715 -0.38795
3 C -0.16822 -0.31570 -1.29475
4 C 0.85256 -1.39111 -1.22769
5 C 1.09951 -2.30224 -0.25673
6 H -3.05903 0.86096 -0.89806
7 H -1.77656 1.65575 -1.69828
8 H -2.11682 1.92506 0.08681
9 H -1.18625 -0.56043 0.57653
10 H -0.19161 0.10646 -2.30676
11 H 1.40731 -1.49913 -2.15145
12 H 1.89850 -3.03642 -0.33587
13 H 0.60614 -2.15110 0.71150
14 H 1.03460 0.28571 3.50213
15 H 0.78404 0.14051 2.00851
16 O 0.31583 0.09574 2.86910
17 H 1.25903 2.02962 1.23479
18 H 1.10744 1.68994 -0.29143
19 O 1.26942 1.25989 0.54929

Results
- Structure (SMILES): C=C/C=C/C.O.O
- Kohn-Sham gap: 0.330 hartree
- 2S+1: 1

***

(four)
2 unconnected molecules or ions with the total composition C5H12O2. Source: OMol25; level of theory: wB97M-V/def2-TZVPD.

Geometry (Å):
1 C -1.70281 1.84773 -0.35448
2 C -1.51497 -1.07182 0.38093
3 C -0.35606 -0.98535 -0.25694
4 O -0.39569 1.55605 -0.79564
5 C 0.97166 -0.86741 0.45631
6 C 2.15927 -0.86419 -0.49768
7 O 0.97326 0.31469 1.27207
8 H -1.87908 2.91257 -0.48562
9 H -2.44119 1.30143 -0.95208
10 H -1.91232 1.60894 0.69882
11 H -1.56632 -0.98348 1.46138
12 H -2.45165 -1.20310 -0.15034
13 H -0.31672 -1.02701 -1.33963
14 H 0.16989 1.42682 -0.01712
15 H 1.03618 -1.74143 1.11654
16 H 2.14698 0.03398 -1.12429
17 H 3.10666 -0.89401 0.05515
18 H 2.12621 -1.74315 -1.15053
19 H 1.84668 0.37878 1.68314

Results
- Structure (SMILES): C=C[C@@H](C)O.CO
- Kohn-Sham gap: 0.367 hartree
- 2S+1: 1

***

Least stable: (two)

***

(one)
C5H12O2 in the gas phase. Source: OMol25; level of theory: wB97M-V/def2-TZVPD.

Geometry (Å):
1 C -1.70549 -0.35954 1.50333
2 O -0.40339 -0.34965 0.95098
3 C -0.23047 0.39639 -0.25523
4 C -0.42916 1.89112 -0.01939
5 C 1.18575 0.10729 -0.74591
6 C 1.44638 -1.35191 -1.11110
7 O 1.51225 -2.19992 0.01135
8 H -2.33779 0.43334 1.08913
9 H -1.62033 -0.19819 2.58302
10 H -2.19849 -1.32379 1.32587
11 H -0.95484 0.03803 -1.00827
12 H 0.23807 2.22630 0.78180
13 H -1.45730 2.14073 0.26042
14 H -0.19206 2.45228 -0.92927
15 H 1.89145 0.40536 0.04048
16 H 1.38017 0.74080 -1.62076
17 H 0.67597 -1.68963 -1.82797
18 H 2.41282 -1.43040 -1.62224
19 H 0.78644 -1.92860 0.59377

Results
- Structure (SMILES): CO[C@@H](C)CCO
- Kohn-Sham gap: 0.400 hartree
- 2S+1: 1

***

(two)
A molecular structure, C5H12O2. Source: OMol25; level of theory: wB97M-V/def2-TZVPD.

Geometry (Å):
1 C -1.70359 -0.75679 1.11635
2 O -0.44373 -0.46374 0.88328
3 C -0.20601 0.33411 -0.31666
4 C -0.48342 1.79606 -0.00416
5 C 1.23472 0.08652 -0.72917
6 C 1.51072 -1.33572 -1.21001
7 O 1.54526 -2.28537 -0.16846
8 H -2.46189 0.55772 1.61324
9 H -2.14205 0.84553 2.27374
10 H -1.69966 -1.26013 2.10953
11 H -0.90860 -0.03036 -1.07608
12 H 0.08667 2.11730 0.87493
13 H -1.54502 1.97958 0.17957
14 H -0.18051 2.41293 -0.85600
15 H 1.89154 0.31734 0.11920
16 H 1.47330 0.79344 -1.53281
17 H 0.76507 -1.60671 -1.97808
18 H 2.49431 -1.37258 -1.68829
19 H 0.77291 -2.12911 0.38988

Results
- Kohn-Sham gap: 0.343 hartree
- 2S+1: 1

***

Least stable: (two)

***

(one)
3 unconnected molecules or ions with the total composition C5H12O2. Source: OMol25; level of theory: wB97M-V/def2-TZVPD.

Geometry (Å):
1 C -0.36571 -3.03838 -1.37599
2 C -1.10109 -1.99547 -1.79596
3 C -0.64244 -0.64032 -1.35715
4 C -1.52461 0.30876 -1.08716
5 C -1.24109 1.40075 -0.03685
6 H -0.66592 -4.07697 -1.29419
7 H 0.60907 -2.76220 -0.96963
8 H -2.13654 -2.06948 -2.12792
9 H 0.44697 -0.67182 -1.41477
10 H -2.55549 0.16343 -1.40599
11 H -2.17078 1.91968 0.22486
12 H -0.91057 1.04491 0.95008
13 H -0.48772 2.11738 -0.36183
14 H 3.53757 2.15448 0.35729
15 H 2.78612 1.24657 1.23139
16 O 2.63518 2.00475 0.65985
17 H 1.56112 1.30578 3.92152
18 H 0.68200 0.59505 2.86400
19 O 1.54391 0.99308 3.01847

Results
- Structure (SMILES): C=C/C=C/C.O.O
- Kohn-Sham gap: 0.332 hartree
- 2S+1: 1

***

(two)
2 unconnected molecules or ions with the total composition C5H12O2. Source: OMol25; level of theory: wB97M-V/def2-TZVPD.

Geometry (Å):
1 C 0.55852 -1.73769 -2.34420
2 O 0.97087 -0.87975 -1.29844
3 C -1.38270 -0.24100 0.58004
4 C -0.51298 0.71658 0.91018
5 C -0.76603 2.17771 0.65259
6 C 0.79002 0.37612 1.61361
7 O 1.14729 -0.97892 1.55480
8 H -0.11133 -1.21704 -3.03975
9 H 1.45248 -2.04217 -2.89284
10 H 0.05246 -2.63831 -1.97045
11 H -2.32222 -0.01366 0.08201
12 H -1.16974 -1.27928 0.82205
13 H 0.18740 -0.40682 -0.97461
14 H 0.11793 2.67455 0.23463
15 H -1.00667 2.69132 1.59072
16 H -1.60373 2.32447 -0.03594
17 H 1.59001 1.02651 1.22074
18 H 0.67963 0.62863 2.67609
19 H 1.32879 -1.18126 0.61879

Results
- Structure (SMILES): C=C(C)CO.CO
- Kohn-Sham gap: 0.386 hartree
- 2S+1: 1

***

(three)
3 unconnected molecules or ions with the total composition C5H12O2. Source: OMol25; level of theory: wB97M-V/def2-TZVPD.

Geometry (Å):
1 C -2.08799 0.14639 0.14137
2 C -0.88384 0.91811 0.58803
3 C -0.61733 2.18134 0.26968
4 C 1.27342 0.20907 1.56105
5 C -0.05039 0.24231 1.59566
6 H -2.92112 0.74956 -0.21042
7 H -1.86501 -0.52569 -0.67932
8 H -2.47753 -0.49617 0.93126
9 H -1.08991 2.75816 -0.51423
10 H 0.14776 2.70103 0.82637
11 H 1.80102 0.70406 0.76302
12 H 1.87691 -0.11240 2.38992
13 H -0.56784 -0.41395 2.29432
14 H 2.03950 0.57745 -3.38674
15 H 2.93164 1.06961 -2.34406
16 O 2.79739 0.26584 -2.86732
17 H 0.63915 -3.95165 -0.56687
18 H -0.66701 -3.28252 -0.01595
19 O -0.27882 -3.74054 -0.77580

Results
- Structure (SMILES): C=CC(=C)C.O.O
- Kohn-Sham gap: 0.361 hartree
- 2S+1: 1

***

(four)
C5H12O2 in the gas phase. Source: OMol25; level of theory: wB97M-V/def2-TZVPD.

Geometry (Å):
1 C -0.81150 -2.37733 -1.38714
2 C -1.62524 -1.08580 -1.49338
3 O -0.97390 0.06906 -0.99902
4 C -0.68908 0.13348 0.37921
5 C 0.52401 1.04093 0.44918
6 O 0.94638 1.23120 1.77485
7 C 2.08747 2.05324 1.81735
8 H -0.31941 -2.47323 -0.40724
9 H -0.02336 -2.40348 -2.15012
10 H -1.48010 -3.23779 -1.51110
11 H -2.61062 -1.18612 -1.01686
12 H -1.81757 -0.87017 -2.55037
13 H -1.53217 0.55208 0.94966
14 H -0.44953 -0.85047 0.81256
15 H 1.32134 0.57692 -0.15341
16 H 0.24936 1.99572 -0.02820
17 H 1.88670 3.04925 1.39255
18 H 2.92858 1.60979 1.26106
19 H 2.38864 2.17273 2.86039

Results
- Structure (SMILES): CCOCCOC
- Kohn-Sham gap: 0.400 hartree
- 2S+1: 1

***

Least stable: (one)

***

(one)
2 unconnected molecules or ions with the total composition C5H12O2. Source: OMol25; level of theory: wB97M-V/def2-TZVPD.

Geometry (Å):
1 C -1.21584 -0.88358 -1.98242
2 C -0.47325 -1.07640 -0.65980
3 C 0.57053 -0.02145 -0.40179
4 O -1.26746 2.07671 -0.22030
5 C 1.09520 0.29085 0.78624
6 C 0.77658 -0.40745 2.07823
7 O 2.10505 1.22662 0.82050
8 H -1.78711 0.04984 -1.96733
9 H -0.51777 -0.84727 -2.82740
10 H -1.91015 -1.71199 -2.16049
11 H -1.20677 -1.08365 0.15652
12 H 0.01069 -2.06242 -0.65045
13 H 0.95349 0.52450 -1.26313
14 H -0.70565 2.49409 -0.88624
15 H -0.62741 1.53979 0.27338
16 H 1.52468 -1.18993 2.24525
17 H 0.79887 0.26694 2.94247
18 H -0.20836 -0.88131 2.05349
19 H 2.08466 1.69612 1.66326

Results
- Structure (SMILES): CC/C=C(\C)O.O
- Kohn-Sham gap: 0.349 hartree
- 2S+1: 1

***

(two)
3 unconnected molecules or ions with the total composition C5H12O2. Source: OMol25; level of theory: wB97M-V/def2-TZVPD.

Geometry (Å):
1 C -0.89077 1.97019 -1.37910
2 C 0.25641 1.08324 -1.23923
3 C 0.28925 0.02391 -2.04201
4 C 2.12429 0.59153 0.48457
5 C 1.13225 1.34528 -0.07451
6 H -1.64649 1.68530 -0.65957
7 H -1.37625 1.94887 -2.34767
8 H -0.56452 3.00622 -1.24202
9 H -0.50773 -0.15204 -2.71174
10 H 1.18378 -0.67514 -2.34207
11 H 2.31837 -0.51258 0.20434
12 H 2.83521 0.92192 1.14259
13 H 0.94093 2.37410 0.37965
14 H -0.74993 -0.22328 1.20395
15 H -2.30593 -0.08872 1.53133
16 O -1.55672 -0.73853 1.41147
17 H -0.33596 -3.29975 2.79465
18 H -1.22839 -2.75893 1.66500
19 O -0.44724 -3.30034 1.82393

Results
- Structure (SMILES): C=CC(=C)C.O.O
- Kohn-Sham gap: 0.345 hartree
- 2S+1: 1

***

Least stable: (two)

***

(one)
C5H12O2 in the gas phase. Source: OMol25; level of theory: wB97M-V/def2-TZVPD.

Geometry (Å):
1 C 2.57690 0.29649 -0.75368
2 O 1.20235 0.54995 -0.68771
3 C 0.45360 -0.59386 -0.34103
4 C -0.99093 -0.16324 -0.21295
5 C -1.84658 -1.37712 0.20115
6 C -1.03105 1.10523 0.68034
7 O -0.84071 2.30694 -0.03977
8 H 2.79441 -0.48716 -1.49372
9 H 3.05780 1.22751 -1.05844
10 H 2.97293 -0.01975 0.22350
11 H 0.59706 -1.38584 -1.09309
12 H 0.80624 -0.99871 0.62719
13 H -1.34874 0.17628 -1.19299
14 H -2.91889 -1.14957 0.20824
15 H -1.58090 -1.78017 1.18754
16 H -1.69590 -2.19021 -0.52616
17 H -2.02653 1.12920 1.09887
18 H -0.28362 1.02216 1.49034
19 H 0.09337 2.31243 -0.29115

Results
- Structure (SMILES): COC[C@@H](C)CO
- Kohn-Sham gap: 0.398 hartree
- 2S+1: 1

***

(two)
2 unconnected molecules or ions with the total composition C5H12O2. Source: OMol25; level of theory: wB97M-V/def2-TZVPD.

Geometry (Å):
1 C 1.95353 0.18711 0.53951
2 C 0.82405 0.06373 -0.48620
3 C -0.09380 -1.12812 -0.20332
4 O -0.31683 -1.20870 1.19517
5 C -1.36206 -0.71170 -0.93800
6 C -1.41571 0.76579 -0.57376
7 O -0.05676 1.19454 -0.64274
8 H 2.50040 1.13030 0.45820
9 H 1.61092 0.05798 1.56761
10 H 2.66175 -0.62450 0.32550
11 H 1.29157 -0.07691 -1.46923
12 H 0.22366 2.04537 1.84006
13 H 0.35517 -2.05595 -0.58119
14 H -1.00609 -1.86674 1.34496
15 H -2.24637 -1.28484 -0.64091
16 H -1.21387 -0.82372 -2.01787
17 H -1.80909 0.90636 0.44439
18 H -2.02170 1.36282 -1.26389
19 H 0.12124 2.06716 1.10169

Results
- Structure (SMILES): C[C@@H]1OCC[C@@H]1O.[H][H]
- Kohn-Sham gap: 0.381 hartree
- 2S+1: 1

***

Least stable: (two)

***

(one)
A molecular structure, C5H12O2. Source: OMol25; level of theory: wB97M-V/def2-TZVPD.

Geometry (Å):
1 C 0.51921 1.18294 1.81943
2 O 0.26945 0.11041 0.91458
3 C 0.67246 0.78776 -0.81086
4 C 1.18993 -0.96908 1.09983
5 C -0.06362 -0.18638 -1.69699
6 C -1.58212 -0.32912 -1.58319
7 O -1.97986 -1.00112 -0.40313
8 H 1.52585 1.57969 1.65299
9 H 0.39843 0.82143 2.84606
10 H -0.22246 1.95399 1.60651
11 H -0.02934 1.63954 -0.66657
12 H 0.80485 -1.81042 0.52333
13 H 1.23390 -1.23158 2.16174
14 H 2.16801 -0.66153 0.71708
15 H 0.39883 -1.18420 -1.68270
16 H 0.18026 0.22677 -2.69226
17 H -2.04137 0.67362 -1.64678
18 H -1.98013 -0.92292 -2.41432
19 H -1.54497 -0.54449 0.32960

Results
- Kohn-Sham gap: 0.316 hartree
- 2S+1: 1

***

(two)
3 unconnected molecules or ions with the total composition C5H12O2. Source: OMol25; level of theory: wB97M-V/def2-TZVPD.

Geometry (Å):
1 C 1.14345 -0.59042 -0.00396
2 C 0.35008 -0.60815 1.28098
3 C 0.03143 -1.82342 1.82667
4 C -0.86227 1.51507 0.85192
5 C -0.19484 0.60504 1.78552
6 H -0.14501 2.04565 0.20021
7 H 0.88311 0.31814 -0.57120
8 H 2.17696 -0.36012 0.24452
9 H -0.25534 -1.93002 2.86410
10 H 0.50444 -2.63373 1.28326
11 H -1.44247 2.25422 1.39404
12 H -1.45033 0.91925 0.15395
13 H -0.43309 0.54108 2.85328
14 H -0.27855 1.89587 -2.75202
15 H -0.05805 -0.01951 -2.48104
16 O -0.18007 1.36487 -1.96233
17 H 1.03426 -1.47666 -0.61137
18 H -0.71239 -1.00673 -3.54683
19 O -0.11132 -1.01042 -2.80971

Results
- Kohn-Sham gap: 0.164 hartree
- 2S+1: 1

***

(three)
3 unconnected molecules or ions with the total composition C5H12O2. Source: OMol25; level of theory: wB97M-V/def2-TZVPD.

Geometry (Å):
1 C -1.79975 -1.46994 1.46895
2 O -0.74589 -1.22757 0.64835
3 C -0.61097 0.06689 0.30226
4 C 0.45375 0.26364 -0.78142
5 C 0.31273 1.67640 -1.33367
6 C 1.92000 0.01704 -0.33746
7 O 2.19713 -1.31660 0.02025
8 H -1.76380 -0.93497 2.42537
9 H -2.72608 -0.54625 0.72484
10 H -1.87647 -2.56616 1.59093
11 H -2.20590 0.26580 0.11709
12 H -0.56065 0.75900 1.15273
13 H 0.25350 -0.47554 -1.56672
14 H 0.98625 1.84490 -2.17899
15 H 0.54912 2.42042 -0.56246
16 H -0.71476 1.84776 -1.66401
17 H 2.59171 0.23674 -1.18159
18 H 2.19233 0.71814 0.47096
19 H 1.54774 -1.57969 0.68459

Results
- Kohn-Sham gap: 0.373 hartree
- 2S+1: 1

***

Least stable: (two)